ORCA calculation (ωB97M-V with the def2-TZVPD basis set) on a molecular structure, C25H33Br2FeNO4P in a non-equilibrium geometry.

Values from the calculation:
LUMO energy (spin up / spin down) ... -1.84 / -1.87 eV
Kohn-Sham gap (spin up / spin down) ... 5.40 / 5.38 eV
HOMO energy (spin up / spin down) ... -7.24 / -7.25 eV
Molar mass ... 658.17 g/mol
Multiplicity ... 2

Each line ends with the Mulliken spin population.
CARTESIAN COORDINATES (ANGSTROEM)
Fe  0.901  -1.161  -0.235  0.863
O  -0.204  -2.662  3.403  0.007
C  0.149  -2.413  2.277  0.003
O  0.964  -1.569  1.759  -0.029
C  -0.518  -3.374  1.005  0.000
O  -1.404  -4.120  1.321  -0.005
O  0.128  -3.091  -0.052  -0.017
Br  2.606  -2.348  -1.803  0.019
C  3.439  -3.460  -0.411  0.000
Br  2.662  -5.191  -0.269  0.000
H  3.322  -2.920  0.520  0.002
H  4.471  -3.573  -0.712  0.002
C  2.292  1.848  -2.591  -0.002
C  2.887  1.958  -1.185  0.000
C  4.336  1.467  -1.180  0.000
P  1.829  0.996  -0.018  -0.037
C  2.485  1.440  1.662  -0.001
C  1.365  1.492  2.702  0.000
C  3.513  0.379  2.084  -0.005
C  0.293  1.938  -0.124  0.072
C  0.204  3.322  -0.019  -0.012
C  -1.007  3.981  -0.148  0.023
C  -1.110  5.481  -0.067  -0.002
C  -2.144  3.207  -0.395  -0.016
C  -2.077  1.832  -0.487  0.036
C  -0.847  1.173  -0.347  0.000
N  -0.711  -0.203  -0.511  0.148
C  -1.849  -1.040  -0.489  -0.052
C  -2.118  -1.852  -1.600  0.015
C  -1.263  -1.768  -2.836  -0.006
C  -3.188  -2.729  -1.550  -0.004
C  -4.000  -2.828  -0.426  0.004
C  -5.163  -3.779  -0.387  0.000
C  -3.713  -2.023  0.665  -0.002
C  -2.650  -1.132  0.663  -0.008
C  -2.357  -0.328  1.903  0.003
H  2.876  2.447  -3.292  0.000
H  1.259  2.196  -2.621  -0.001
H  2.315  0.809  -2.932  -0.001
H  2.857  2.999  -0.854  -0.001
H  4.382  0.394  -1.381  0.001
H  4.830  1.668  -0.230  0.000
H  4.899  1.978  -1.963  0.000
H  2.966  2.419  1.574  -0.001
H  0.843  0.535  2.738  -0.002
H  0.641  2.277  2.491  0.000
H  1.795  1.670  3.689  0.000
H  2.998  -0.564  2.268  0.002
H  4.011  0.683  3.006  0.000
H  4.282  0.215  1.326  0.001
H  1.098  3.906  0.179  0.000
H  -0.202  5.925  0.339  0.000
H  -1.949  5.778  0.563  0.001
H  -1.281  5.905  -1.059  0.002
H  -3.098  3.705  -0.525  0.000
H  -2.964  1.245  -0.689  0.002
H  -1.163  -0.736  -3.180  -0.002
H  -1.694  -2.367  -3.637  0.000
H  -0.259  -2.149  -2.640  0.001
H  -3.388  -3.360  -2.408  0.000
H  -5.104  -4.506  -1.196  0.000
H  -6.105  -3.235  -0.488  0.000
H  -5.187  -4.315  0.563  0.000
H  -4.314  -2.115  1.563  0.000
H  -2.617  -0.904  2.790  0.000
H  -2.942  0.596  1.920  -0.002
H  -1.306  -0.053  1.967  0.001

---

ORCA calculation (ωB97M-V with the def2-TZVPD basis set) on a molecular structure, C25H33Cl2N9O6P2Ti in a non-equilibrium geometry.

Values from the calculation:
LUMO energy ... -1.48 eV
Kohn-Sham gap ... 6.25 eV
HOMO energy ... -7.73 eV
Molar mass ... 736.32 g/mol
Energy relative to the best compared isomer or geometry (same formula, charge and spin) ... 9.27 kJ/mol

Each line ends with the Löwdin charge.
CARTESIAN COORDINATES (ANGSTROEM)
Ti  -0.564  -0.066  0.342  0.978
Cl  -3.725  2.320  -0.644  0.726
C  -2.338  3.362  -0.522  -0.556
C  -2.409  4.630  -1.135  -0.130
C  -1.345  5.473  -1.080  -0.609
Cl  -1.448  7.028  -1.852  0.685
C  -0.153  5.104  -0.397  -0.171
C  0.991  5.925  -0.305  -0.029
C  2.084  5.478  0.381  -0.048
C  2.025  4.207  0.990  -0.146
N  0.984  3.422  0.924  0.134
C  -0.099  3.841  0.229  -0.139
C  -1.211  2.927  0.151  -0.338
O  -1.146  1.750  0.713  -0.219
H  -3.312  4.918  -1.655  0.104
H  0.985  6.895  -0.783  0.087
H  2.979  6.080  0.467  0.103
H  2.879  3.830  1.546  0.109
C  2.242  0.565  2.522  -0.106
N  2.467  -0.475  1.536  -0.313
C  2.933  -1.738  2.069  -0.113
P  2.514  -0.137  -0.093  0.381
O  1.108  0.415  -0.476  -0.382
O  2.990  -1.319  -0.852  -0.288
P  -0.463  -2.830  -0.743  0.593
O  0.094  -2.012  0.397  -0.338
N  -0.026  -4.405  -0.489  -0.320
C  1.412  -4.574  -0.251  -0.096
C  -0.835  -5.376  0.233  -0.098
N  0.037  -2.568  -2.272  -0.268
C  0.477  -3.665  -3.144  -0.098
C  0.339  -1.288  -2.926  -0.088
N  3.477  1.230  -0.212  -0.299
C  3.283  2.133  -1.334  -0.117
C  4.877  1.024  0.122  -0.116
H  3.177  0.875  3.006  0.083
H  1.567  0.195  3.301  0.084
H  1.788  1.442  2.054  0.050
H  3.827  -1.598  2.690  0.081
H  3.176  -2.409  1.250  0.062
H  2.154  -2.195  2.689  0.083
H  1.977  -3.755  -0.701  0.067
H  1.744  -5.521  -0.681  0.090
H  1.626  -4.571  0.822  0.088
H  -1.886  -5.299  -0.031  0.065
H  -0.739  -5.266  1.320  0.090
H  -0.494  -6.377  -0.041  0.087
H  0.121  -4.627  -2.796  0.077
H  1.569  -3.679  -3.197  0.094
H  0.078  -3.482  -4.143  0.076
H  -0.009  -0.447  -2.350  0.041
H  -0.155  -1.283  -3.900  0.083
H  1.421  -1.212  -3.055  0.088
H  2.221  2.308  -1.494  0.070
H  3.724  1.740  -2.261  0.088
H  3.761  3.090  -1.111  0.075
H  4.964  0.378  0.996  0.074
H  5.339  1.986  0.360  0.080
H  5.436  0.560  -0.701  0.085
O  -1.556  -0.538  -0.880  -0.397
N  -2.164  -2.974  -0.540  0.065
C  -2.995  -2.971  -1.489  -0.336
C  -4.404  -3.054  -1.162  -0.139
N  -5.515  -3.139  -0.887  0.196
C  -2.731  -2.838  -2.910  -0.140
N  -2.625  -2.782  -4.052  0.224
O  -1.438  -0.513  2.098  -0.192
N  -2.669  -0.031  2.250  -0.159
C  -2.841  1.126  2.904  0.006
C  -4.115  1.635  3.057  -0.024
C  -5.193  0.958  2.518  -0.051
C  -4.981  -0.233  1.839  -0.023
C  -3.697  -0.716  1.719  0.010
H  -1.935  1.592  3.254  0.151
H  -4.240  2.572  3.580  0.120
H  -6.193  1.357  2.619  0.117
H  -5.790  -0.791  1.390  0.115
H  -3.409  -1.619  1.204  0.120

---

ORCA calculation (ωB97M-V with the def2-TZVPD basis set) on a molecular structure, C25H33CrN3O7S.

Values from the calculation:
LUMO energy (spin up / spin down) ... -3.18 / -3.75 eV
Kohn-Sham gap (spin up / spin down) ... 6.42 / 5.73 eV
Total charge ... +1
HOMO energy (spin up / spin down) ... -9.61 / -9.48 eV
Molar mass ... 571.62 g/mol
Multiplicity ... 2
Energy relative to the best compared isomer or geometry (same formula, charge and spin) ... 112.44 kJ/mol

Each line ends with the Mulliken spin population.
CARTESIAN COORDINATES (ANGSTROEM)
Cr  0.638  -0.515  0.029  0.809
C  -0.973  -2.927  -0.919  0.000
C  -0.230  -2.354  -2.144  0.001
O  0.907  -1.570  -1.734  0.005
C  2.219  -2.145  -1.814  0.004
C  2.652  -2.645  -0.449  0.001
O  2.243  -1.648  0.488  0.000
C  3.038  -1.363  1.641  0.016
C  2.104  -1.283  2.880  -0.003
O  0.764  -1.582  2.547  0.019
C  0.437  -2.952  2.437  -0.001
C  -0.738  -3.026  1.495  0.003
O  -0.311  -2.448  0.251  -0.010
H  -2.015  -2.598  -0.920  0.000
H  -0.946  -4.019  -0.906  0.000
H  0.112  -3.147  -2.809  0.000
H  -0.871  -1.665  -2.684  0.000
H  2.232  -2.949  -2.551  0.000
H  2.873  -1.341  -2.149  0.000
H  2.182  -3.595  -0.183  -0.001
H  3.737  -2.759  -0.424  0.000
H  3.756  -2.180  1.751  -0.001
H  4.231  -0.166  0.360  0.012
H  2.466  -1.948  3.669  -0.001
H  2.092  -0.265  3.265  -0.002
H  1.273  -3.533  2.034  0.000
H  0.169  -3.369  3.413  0.000
H  -1.034  -4.063  1.326  0.000
H  -1.592  -2.462  1.878  -0.002
S  3.508  2.209  2.834  0.026
C  4.825  1.120  3.192  -0.004
C  4.905  0.059  2.401  0.014
C  3.812  -0.058  1.369  -0.005
C  3.034  1.247  1.427  0.122
C  2.225  1.794  0.478  -0.063
C  1.914  3.212  0.420  0.071
C  1.393  3.744  -0.699  -0.044
C  1.101  2.902  -1.829  0.069
C  1.225  1.571  -1.692  -0.057
N  1.636  0.983  -0.500  0.063
H  5.488  1.360  4.010  0.000
H  5.671  -0.699  2.497  0.001
H  2.181  3.845  1.255  0.005
H  1.219  4.810  -0.764  -0.002
H  0.748  3.318  -2.761  0.002
H  0.917  0.883  -2.469  0.004
C  -2.892  3.275  -2.527  0.002
C  -3.861  2.247  -1.958  -0.001
C  -3.292  1.477  -0.765  -0.002
C  -4.347  0.503  -0.148  0.000
C  -4.932  -0.510  -1.124  0.000
C  -2.981  2.442  0.369  0.001
O  -3.624  3.428  0.604  0.000
N  -1.946  2.058  1.226  -0.001
C  -1.060  1.075  0.926  -0.010
O  -0.103  0.781  1.664  -0.002
N  -1.130  0.379  -0.235  -0.045
C  -2.093  0.631  -1.184  0.014
O  -2.028  0.123  -2.287  -0.005
H  -3.333  3.776  -3.388  0.000
H  -1.969  2.799  -2.863  -0.001
H  -2.645  4.043  -1.792  0.000
H  -4.123  1.524  -2.728  0.000
H  -4.780  2.734  -1.630  0.000
H  -5.143  1.131  0.258  0.000
H  -3.893  -0.014  0.704  0.000
H  -5.614  -0.036  -1.828  0.000
H  -5.499  -1.264  -0.578  0.000
H  -4.159  -1.015  -1.704  0.000
H  -1.770  2.631  2.040  0.000

---

ORCA calculation (ωB97M-V with the def2-TZVPD basis set) on a molecular structure, C25H33I2LaOP2Si in a non-equilibrium geometry.

Values from the calculation:
LUMO energy (spin up / spin down) ... -8.33 / -7.79 eV
Kohn-Sham gap (spin up / spin down) ... 6.02 / 5.79 eV
Total charge ... +2
HOMO energy (spin up / spin down) ... -14.35 / -13.58 eV
Molar mass ... 832.29 g/mol
Energy relative to the best compared isomer or geometry (same formula, charge and spin) ... 0.00 kJ/mol

Each line ends with the Löwdin charge.
CARTESIAN COORDINATES (ANGSTROEM)
I  -0.223  -3.166  -2.188  0.008
I  -0.064  1.231  -4.569  0.151
La  -0.087  -1.427  0.221  0.939
P  -2.541  -0.079  0.132  0.655
C  -3.246  0.124  -1.520  -0.235
C  -3.561  -1.388  0.883  -0.235
H  -4.586  -1.215  0.539  0.069
H  -4.093  1.387  1.159  0.078
H  -3.491  -1.350  1.975  0.028
H  -2.491  1.448  1.990  0.029
H  -2.905  -0.706  -2.154  0.042
H  -3.250  -2.391  0.554  0.055
C  -3.005  1.411  1.022  -0.223
H  -4.341  0.108  -1.428  0.073
H  -2.710  2.286  0.431  0.064
H  -2.883  1.067  -1.950  0.051
P  2.429  -0.153  0.359  0.619
C  3.021  -0.286  -1.359  -0.247
C  2.956  1.510  0.826  -0.229
H  3.411  -1.195  2.317  0.028
H  4.573  -1.041  0.922  0.070
H  3.340  -2.334  0.932  0.062
C  3.553  -1.296  1.231  -0.233
H  2.306  1.894  1.622  0.010
H  3.991  1.470  1.188  0.076
H  4.115  -0.403  -1.350  0.073
H  2.724  0.618  -1.905  0.048
H  2.872  2.157  -0.056  0.065
H  2.568  -1.168  -1.841  0.022
C  -0.050  0.925  -0.700  -0.273
O  0.037  2.042  -1.011  0.066
C  -0.556  4.424  4.050  -0.046
C  -0.412  4.053  2.708  -0.054
C  -0.083  2.735  2.392  -0.138
C  0.105  1.792  3.415  -0.327
C  0.007  2.186  4.760  -0.083
C  -0.334  3.505  5.075  -0.040
Si  0.512  0.027  3.039  0.722
C  1.870  -0.336  4.253  -0.321
C  2.984  0.520  4.336  -0.106
C  4.037  0.232  5.209  -0.050
C  3.985  -0.898  6.025  -0.044
C  2.853  -1.716  5.993  -0.047
C  1.800  -1.443  5.113  -0.073
C  -0.972  -1.007  3.534  -0.348
C  -0.928  -2.417  3.381  -0.176
C  -1.996  -3.205  3.844  -0.055
C  -3.088  -2.601  4.475  -0.048
C  -3.128  -1.219  4.650  -0.043
C  -2.073  -0.423  4.185  -0.081
H  -0.820  5.449  4.284  0.117
H  -0.550  4.769  1.892  0.119
H  0.028  2.425  1.351  0.055
H  0.189  1.466  5.557  0.120
H  -0.426  3.783  6.123  0.120
H  3.010  1.422  3.724  0.098
H  4.904  0.890  5.244  0.118
H  4.827  -1.147  6.671  0.122
H  2.793  -2.587  6.644  0.117
H  0.924  -2.089  5.084  0.092
H  -0.040  -2.921  2.953  0.098
H  -1.969  -4.296  3.719  0.126
H  -3.907  -3.215  4.841  0.124
H  -3.969  -0.755  5.159  0.124
H  -2.092  0.652  4.354  0.103

---

Which value of molar mass does entry 2 give? 736.32 g/mol

---

Among the records above, which one has the highest molar mass? C25H33I2LaOP2Si

---

Among the records above, which one has the highest molar mass? C25H33I2LaOP2Si